Entry 1:
Computed, not measured: a gas-phase ion, C9H17N4 (charge +1) in a non-equilibrium geometry, with ωB97M-V with the def2-TZVPD basis set.

Calculated values
net charge = +1
ΔE to the lowest compared entry with this formula, charge and spin = 1.122 eV
SMILES = CC[N+](CC)(CC)c1ncncn1

Last column: Löwdin charge in e.
CARTESIAN COORDINATES (ANGSTROEM)
C1 -0.29 2.84 2.30  -0.09
C2 -2.35 2.29 1.84  -0.17
C3 -0.72 1.21 0.83  -0.31
C4 1.99 -1.03 -0.86  -0.08
C5 -0.94 1.20 -2.14  -0.06
C6 0.07 -1.33 2.16  -0.03
C7 1.27 0.07 -0.16  -0.21
C8 -0.98 -0.17 -1.39  -0.10
C9 -0.50 -1.19 0.74  -0.21
N1 -1.57 2.89 2.65  0.14
N2 0.19 1.97 1.38  0.18
N3 -2.01 1.41 0.90  0.20
N4 -0.21 0.01 -0.09  -0.17
H1 0.35 3.51 2.89  0.14
H2 -3.43 2.56 1.80  0.15
H3 2.02 -2.10 -0.43  0.11
H4 1.74 -1.32 -1.93  0.10
H5 3.11 -0.80 -1.00  0.12
H6 -0.07 1.42 -2.82  0.10
H7 -1.72 1.37 -2.90  0.09
H8 -1.07 2.12 -1.47  0.09
H9 -0.35 -2.27 2.53  0.10
H10 1.12 -1.61 1.99  0.08
H11 -0.16 -0.43 2.85  0.12
H12 1.41 1.13 -0.53  0.15
H13 1.62 0.03 0.83  0.09
H14 -0.49 -0.98 -1.92  0.13
H15 -2.00 -0.38 -1.06  0.13
H16 -1.58 -1.20 0.67  0.13
H17 -0.15 -2.05 0.31  0.09

Entry 2:
Computed, not measured: a molecular structure, C36H39LiN4O4, with ωB97M-V with the def2-TZVPD basis set.

Calculated values
net charge = -2

Last column: Löwdin charge in e.
CARTESIAN COORDINATES (ANGSTROEM)
Li1 -0.49 1.24 -0.09  0.56
C1 -0.96 1.52 3.33  -0.08
N1 0.27 2.20 2.96  -0.20
C2 0.15 3.63 3.18  -0.23
C3 0.75 4.56 2.11  -0.17
C4 0.44 4.16 0.65  -0.24
N2 -0.89 3.64 0.47  0.05
C5 -1.58 4.06 -0.51  -0.14
C6 -2.89 3.53 -0.86  -0.15
C7 -3.81 4.38 -1.49  -0.10
C8 -5.08 3.97 -1.84  -0.17
C9 -5.43 2.63 -1.60  -0.15
C10 -4.54 1.75 -1.04  -0.04
C11 -3.22 2.14 -0.63  -0.39
O1 -2.41 1.30 -0.13  -0.14
C12 1.46 1.59 3.53  -0.22
C13 2.72 1.69 2.67  -0.16
C14 2.76 0.76 1.45  -0.23
N3 2.25 1.39 0.26  0.03
C15 2.94 1.38 -0.80  -0.13
C16 2.56 1.93 -2.09  -0.15
C17 3.57 2.21 -3.01  -0.11
C18 3.32 2.68 -4.28  -0.17
C19 1.99 2.88 -4.67  -0.15
C20 0.96 2.59 -3.81  -0.04
C21 1.17 2.10 -2.48  -0.40
O2 0.18 1.82 -1.74  -0.12
H1 -1.26 1.75 4.37  0.08
H2 -0.84 0.44 3.24  0.07
H3 -1.75 1.81 2.65  0.08
H4 0.59 3.91 4.15  0.10
H5 -0.91 3.86 3.22  0.10
H6 1.84 4.62 2.22  0.09
H7 0.36 5.56 2.30  0.10
H8 1.13 3.37 0.36  0.08
H9 0.62 5.03 0.00  0.11
H10 -1.19 4.87 -1.15  0.12
H11 -3.51 5.40 -1.69  0.09
H12 -5.79 4.65 -2.29  0.07
H13 -6.43 2.29 -1.87  0.08
H14 -4.80 0.71 -0.88  0.10
H15 1.25 0.53 3.70  0.12
H16 1.69 2.04 4.52  0.10
H17 3.57 1.45 3.31  0.10
H18 2.85 2.72 2.32  0.09
H19 2.11 -0.11 1.64  0.11
H20 3.79 0.39 1.30  0.10
H21 3.96 0.94 -0.77  0.11
H22 4.60 2.05 -2.70  0.09
H23 4.14 2.90 -4.96  0.07
H24 1.77 3.26 -5.67  0.08
H25 -0.07 2.72 -4.12  0.10
C22 3.30 -5.74 -0.45  -0.07
C23 2.09 -5.75 0.46  -0.25
C24 2.19 -6.42 1.68  -0.09
C25 1.13 -6.40 2.57  -0.12
C26 -0.02 -5.73 2.25  -0.04
C27 -0.16 -5.05 1.02  -0.19
N4 -1.40 -4.41 0.88  0.08
C28 -1.85 -3.66 -0.24  -0.24
C29 -2.53 -4.31 -1.27  -0.07
C30 -3.02 -3.59 -2.35  -0.12
C31 -2.85 -2.21 -2.40  -0.09
C32 -2.20 -1.55 -1.37  0.00
C33 -1.71 -2.26 -0.28  -0.06
C34 -1.00 -1.50 0.85  -0.62
O3 -1.24 -1.88 2.02  -0.04
O4 -0.24 -0.58 0.49  -0.08
C35 0.92 -5.08 0.11  -0.14
C36 0.87 -4.32 -1.20  -0.02
H26 4.12 -6.28 0.02  0.06
H27 3.63 -4.72 -0.64  0.08
H28 3.08 -6.21 -1.41  0.07
H29 3.12 -6.93 1.94  0.09
H30 1.21 -6.91 3.53  0.09
H31 -0.85 -5.68 2.94  0.11
H32 -1.52 -3.77 1.68  0.11
H33 -2.66 -5.38 -1.22  0.10
H34 -3.55 -4.10 -3.15  0.08
H35 -3.23 -1.65 -3.24  0.10
H36 -2.07 -0.48 -1.37  0.10
H37 -0.05 -4.53 -1.74  0.07
H38 1.70 -4.58 -1.85  0.06
H39 0.90 -3.24 -1.02  0.10

Entry 3:
Computed, not measured: 2 unconnected molecules or ions with the total composition C3H9N2O in a non-equilibrium geometry, with ωB97M-V with the def2-TZVPD basis set.

Calculated values
net charge = +1
ΔE to the lowest compared entry with this formula, charge and spin = 5.478 eV

Last column: Löwdin charge in e.
CARTESIAN COORDINATES (ANGSTROEM)
N1 1.45 -0.70 -3.13  0.02
C1 0.87 0.42 1.26  0.28
C2 -0.06 -0.09 0.35  -0.40
N2 -1.40 0.09 0.53  0.11
C3 -1.72 0.17 1.98  -0.02
O1 0.78 0.27 -0.50  0.18
H1 0.80 -1.47 -3.20  0.01
H2 1.41 -0.03 -2.37  -0.03
H3 2.38 -1.09 -2.98  0.01
H4 1.86 -0.02 1.32  0.15
H5 0.65 1.49 1.46  0.16
H6 -1.94 -0.20 -0.29  0.19
H7 -1.43 1.20 2.31  0.11
H8 -1.32 -0.52 2.74  0.12
H9 -2.79 0.23 1.94  0.10

Entry 4:
Computed, not measured: a molecular structure, C4H13N2O2 in a non-equilibrium geometry, with ωB97M-V with the def2-TZVPD basis set.

Calculated values
net charge = -1
ΔE to the lowest compared entry with this formula, charge and spin = 8.040 eV

Last column: Löwdin charge in e.
CARTESIAN COORDINATES (ANGSTROEM)
C1 1.50 -0.04 0.77  -0.38
O1 2.22 0.52 -0.26  -0.23
C2 0.03 0.40 0.83  -0.42
C3 -0.65 -0.10 -0.42  -0.19
C4 -2.20 -0.26 -0.51  -0.46
N1 -2.54 -1.52 -0.97  0.11
N2 -0.11 1.84 1.26  0.02
H1 1.94 0.24 1.75  0.11
H2 1.56 -1.15 0.73  0.10
H3 -0.28 -0.22 1.68  0.13
H4 -0.22 0.42 -1.29  0.12
H5 -0.31 -1.12 -0.61  0.11
H6 -2.14 1.92 -0.28  0.18
H7 -2.52 0.43 -1.36  0.09
H8 -2.89 -2.04 -0.16  0.04
H9 -2.64 0.00 0.47  0.09
H10 -1.08 1.86 0.81  -0.04
H11 0.19 2.43 0.47  0.06
H12 2.92 -0.39 -0.65  -0.04
H13 3.47 -1.99 -1.40  -0.07
O2 3.74 -1.25 -0.86  -0.32

Entry 5:
Computed, not measured: 10 unconnected molecules or ions with the total composition C36H60O28 in a non-equilibrium geometry, with ωB97M-V with the def2-TZVPD basis set.

Calculated values
net charge = 0
SMILES = Oc1ccc(O)cc1.Oc1ccc(O)cc1.COC(=O)OC.COC(=O)OC.COC(=O)OC.COC(=O)OC.COC(=O)OC.COC(=O)OC.COC(=O)OC.COC(=O)OC

Last column: Löwdin charge in e.
CARTESIAN COORDINATES (ANGSTROEM)
C1 2.51 1.22 4.40  0.03
O1 2.38 2.00 5.66  0.04
C2 1.38 2.79 5.76  -0.63
O2 0.48 2.93 4.91  0.06
O3 1.44 3.42 6.90  0.01
C3 0.50 4.46 7.17  -0.03
H1 3.21 0.48 4.58  0.07
H2 2.88 1.87 3.59  0.10
H3 1.49 0.96 4.06  0.08
H4 0.24 5.04 6.25  0.10
H5 1.05 5.04 7.90  0.09
H6 -0.46 4.00 7.55  0.12
C4 -2.28 -2.44 -3.71  -0.01
O4 -2.84 -3.63 -3.06  0.01
C5 -1.94 -4.60 -2.87  -0.62
O5 -0.78 -4.60 -3.27  0.10
O6 -2.53 -5.60 -2.23  0.00
C6 -1.74 -6.66 -1.67  -0.01
H7 -2.96 -1.63 -3.44  0.10
H8 -2.18 -2.53 -4.79  0.10
H9 -1.32 -2.25 -3.34  0.02
H10 -2.00 -6.67 -0.62  0.08
H11 -0.73 -6.46 -1.79  0.07
H12 -2.06 -7.62 -2.06  0.10
C7 -1.26 5.64 -2.72  -0.04
O7 -2.07 5.64 -3.91  -0.01
C8 -2.57 4.42 -4.21  -0.58
O8 -2.39 3.40 -3.55  0.08
O9 -3.14 4.56 -5.38  0.00
C9 -3.76 3.41 -6.05  0.02
H13 -0.36 5.12 -2.94  0.08
H14 -1.81 5.18 -1.82  0.12
H15 -1.02 6.71 -2.50  0.11
H16 -3.23 2.47 -5.82  0.10
H17 -3.57 3.69 -7.08  0.09
H18 -4.78 3.45 -5.68  0.11
C10 0.82 -1.60 -5.10  -0.04
O10 1.93 -1.18 -5.91  0.02
C11 3.09 -1.09 -5.29  -0.71
O11 3.35 -1.35 -4.16  0.13
O12 3.92 -0.58 -6.13  0.01
C12 5.27 -0.24 -5.57  0.04
H19 -0.07 -1.51 -5.74  0.10
H20 0.63 -0.95 -4.24  0.08
H21 0.92 -2.64 -4.71  0.11
H22 5.67 0.55 -6.23  0.10
H23 5.79 -1.16 -5.60  0.08
H24 5.12 0.07 -4.53  0.08
C13 1.76 2.53 -5.92  0.01
O13 1.41 1.83 -4.68  0.01
C14 2.37 1.67 -3.82  -0.63
O14 3.50 1.99 -4.11  0.09
O15 1.98 1.07 -2.69  0.01
C15 3.00 0.83 -1.74  -0.02
H25 2.83 2.45 -6.09  0.08
H26 1.65 3.60 -5.75  0.09
H27 1.06 2.12 -6.67  0.11
H28 3.79 1.52 -1.86  0.09
H29 3.42 -0.16 -1.91  0.10
H30 2.58 0.71 -0.76  0.07
C16 -0.67 -0.97 4.03  0.00
O16 0.22 -1.63 4.95  0.03
C17 1.19 -2.37 4.50  -0.58
O17 1.75 -2.25 3.41  0.07
O18 1.61 -3.23 5.45  -0.01
C18 2.64 -4.16 5.07  -0.03
H31 -0.20 -0.82 3.08  0.07
H32 -1.01 -0.06 4.50  0.10
H33 -1.59 -1.56 3.96  0.10
H34 2.18 -5.16 5.27  0.09
H35 3.48 -3.95 5.76  0.10
H36 2.98 -4.04 4.04  0.09
C19 3.22 5.21 -0.56  -0.03
O19 1.96 5.67 -0.07  -0.03
C20 1.62 5.18 1.18  -0.62
O20 2.36 4.80 2.02  0.14
O21 0.31 5.22 1.30  -0.02
C21 -0.24 4.73 2.57  -0.01
H37 2.99 4.31 -1.11  0.09
H38 3.90 5.02 0.26  0.09
H39 3.63 5.97 -1.18  0.08
H40 -0.19 5.57 3.31  0.10
H41 0.32 3.96 3.01  0.03
H42 -1.36 4.55 2.34  0.13
C22 -0.78 -5.30 4.64  -0.05
O22 -0.93 -4.31 3.63  -0.01
C23 -1.02 -4.75 2.35  -0.55
O23 -1.34 -5.90 2.02  0.09
O24 -0.72 -3.78 1.50  0.00
C24 -1.02 -3.98 0.09  -0.01
H43 -1.39 -6.20 4.42  0.10
H44 -0.96 -4.86 5.62  0.10
H45 0.21 -5.83 4.68  0.09
H46 -1.90 -4.60 0.05  0.07
H47 -0.17 -4.49 -0.43  0.12
H48 -1.13 -2.99 -0.38  0.08
C25 -4.71 -1.61 3.59  0.00
C26 -3.95 -0.43 3.49  -0.01
C27 -3.00 -0.23 2.49  -0.40
C28 -2.84 -1.22 1.52  0.00
C29 -3.68 -2.32 1.51  -0.01
C30 -4.59 -2.53 2.56  -0.31
O25 -5.42 -3.62 2.42  0.03
O26 -2.25 0.85 2.61  0.04
H49 -5.27 -1.98 4.44  0.12
H50 -3.84 0.25 4.34  0.13
H51 -2.04 -1.19 0.81  0.09
H52 -3.55 -3.15 0.85  0.10
H53 -5.34 -4.08 1.58  0.09
H54 -1.65 0.99 1.82  0.11
C31 -0.42 1.68 -0.45  0.03
C32 0.48 1.41 0.64  0.00
C33 0.92 0.10 0.82  -0.35
C34 0.70 -0.85 -0.15  -0.04
C35 -0.20 -0.66 -1.17  -0.03
C36 -0.81 0.60 -1.32  -0.29
O27 -1.69 0.79 -2.33  0.06
O28 1.99 -0.01 1.72  0.01
H55 -0.68 2.65 -0.77  0.09
H56 0.98 2.16 1.26  0.12
H57 1.37 -1.72 -0.07  0.15
H58 -0.24 -1.37 -2.00  0.10
H59 -1.78 1.72 -2.54  0.06
H60 1.93 -0.88 2.09  0.03

| no. | electronic energy (a.u.) | Kohn-Sham gap (eV) |
| --- | --- | --- |
| 1 | -571.85169 | 10.83 |
| 2 | -1922.89063 | 6.07 |
| 3 | -304.04905 | 6.99 |
| 4 | -419.92335 | 3.98 |
| 5 | -3514.44198 | 8.19 |